Record 1
# C20H26N4S

An isolated molecule of C20H26N4S (ωB97M-V/def2-TZVPD, the OMol25 dataset).

Structure (XYZ):
```
51
Properties=species:S:1:pos:R:3:lowdin_charge:R:1
H -4.4787 -3.3840 1.8913 0.113
C -4.6019 -2.4023 3.8059 -0.215
H -0.3353 0.9997 -2.8361 0.104
H -0.1457 -0.3961 -3.9319 0.122
H -5.5503 -2.8627 4.0927 0.112
C -2.1456 -2.2612 1.4185 -0.035
H 0.5047 4.4290 -1.9124 0.104
H -3.5514 -2.2245 6.3685 0.072
H -2.5050 -2.7200 4.1585 0.105
H 3.4766 -0.5012 -3.3490 0.110
C 0.2169 0.0771 -3.0135 -0.121
C 1.3516 3.7812 -2.1045 -0.151
C 1.2423 0.1912 0.0392 -0.802
H 2.0614 -1.4931 -3.6982 0.123
H -3.4531 -4.2043 4.0429 0.111
H 4.1538 1.3391 -2.8107 0.099
H -0.1237 -2.0945 0.7473 0.115
C -1.0350 -0.1693 1.0031 -0.263
H -2.7446 -3.7928 6.3852 0.067
H -0.8725 -0.7030 -1.2981 0.107
H -5.4137 -1.8820 1.8835 0.114
C 2.4573 -0.7174 -3.0356 -0.127
N 0.0741 0.5918 0.6278 0.050
H 2.8582 5.2312 -1.6184 0.094
H 3.2622 -0.7706 -1.0027 0.051
N 1.0356 2.5568 -2.4873 0.108
C -4.5133 -2.3621 2.2741 -0.166
H 4.7038 3.6142 -2.0950 0.107
C -3.5698 -3.2304 5.9547 -0.116
H -2.2005 1.5785 1.4176 0.114
H -4.1884 0.3204 2.1211 0.117
C 0.0609 -0.8989 -1.8194 -0.112
N 1.1990 -0.7550 -0.9322 -0.116
H -2.1168 -3.3411 1.4275 0.116
S 2.6416 0.9046 0.5702 0.690
C -1.0208 -1.5622 1.0237 -0.027
N 1.6082 0.4397 -3.1858 -0.079
H 0.0509 -1.9375 -2.1641 0.128
C -3.4533 -3.1848 4.4363 -0.273
C 3.3611 2.0413 -2.6132 -0.039
C 2.4280 -1.1942 -1.5640 -0.153
C 2.0109 1.6819 -2.7376 -0.313
H 2.4798 -2.2874 -1.5131 0.124
C -3.3036 -1.6035 1.8118 -0.252
H -4.5957 -1.3806 4.1922 0.113
C -2.1879 0.4983 1.4138 -0.013
H 0.1778 1.4646 1.1299 0.118
C 2.6488 4.2254 -1.9446 -0.085
C 3.6702 3.3218 -2.2105 -0.083
H -4.5019 -3.7060 6.2532 0.070
C -3.3017 -0.2129 1.8101 -0.034
```

spin multiplicity = 1
E_LUMO = 0.027 Eh
highest occupied orbital energy = -7.694 eV

---

Record 2
# C20H27AgClI2NO10P3S

A structure of composition C20H27AgClI2NO10P3S in a non-equilibrium geometry (ωB97M-V/def2-TZVPD, the OMol25 dataset).

Structure (XYZ):
```
66
Properties=species:S:1:pos:R:3:lowdin_charge:R:1
N -0.1533 3.6936 -1.6958 -0.122
C 2.8719 2.5970 1.0050 -0.188
H -2.0098 0.0274 -3.0304 0.028
H 3.3937 -1.5760 0.5599 0.087
O 4.3230 2.1803 -2.3264 -0.309
H 3.3290 -0.6654 -1.6057 0.108
C -1.3478 -2.8792 -3.2303 -0.185
H 2.0315 2.5487 2.9646 0.127
H -3.6809 -0.3708 -3.5010 0.039
C -1.6276 -3.5873 -1.9099 -0.766
H 1.7206 -1.8106 0.0173 0.089
H -3.1906 1.3045 -3.3380 0.025
I -2.3378 -5.5521 -2.4500 0.888
C 2.0900 -2.0941 2.1551 -0.399
H 2.2055 -0.3335 0.9231 0.072
C -2.2737 -0.4439 -0.1458 -0.175
H 3.5152 3.5069 1.0279 0.090
O 0.4162 0.9589 3.5597 0.150
C -0.5417 2.7515 0.8211 -0.108
O 2.9388 0.1678 -1.9279 -0.115
H 3.5658 -2.2861 3.4611 0.097
O -4.8590 -0.6139 -1.0671 -0.339
H 0.3568 -2.6839 3.3170 0.073
H -0.8096 3.9373 -2.4258 0.002
C 0.0857 1.0358 2.4044 -0.274
C 0.4015 2.3056 1.6643 -0.119
H 0.8452 -1.0312 3.4872 0.103
C 1.7244 2.9369 1.9933 -0.103
P -0.4804 4.1819 -0.2648 0.492
H -1.8858 -5.5200 0.5543 -0.025
H 0.4426 5.6203 1.0830 0.097
H 1.6202 4.0078 2.1332 0.107
C 2.3450 -1.4134 0.8188 -0.037
C 0.6947 -1.8122 2.7567 -0.137
O 4.6625 0.8386 -0.3225 -0.268
I -4.1437 -3.9422 0.0027 0.942
C -1.5877 0.4424 0.6989 -0.096
C -1.0680 -2.3006 0.9595 -0.270
H 1.5275 1.7085 -0.5346 0.101
H -2.2191 5.3341 -0.7595 0.106
Cl -1.9474 -4.3235 2.9625 0.273
Ag 4.4225 3.9625 -0.7609 0.881
O -1.1149 -4.9887 0.3087 -0.522
H -0.7037 -3.7443 -1.3763 0.045
O -1.7951 5.0092 0.0462 -0.099
C -0.6310 -0.0089 1.6142 -0.036
H 2.3157 3.2102 -1.0014 0.057
P -0.5509 -4.0272 1.4798 0.648
O -2.8784 2.4738 0.7298 0.094
C 2.4368 2.2949 -0.4346 -0.262
C -3.0534 0.3077 -2.9216 -0.258
P -3.5904 0.4466 -1.1677 0.977
C -2.6415 -2.8149 -1.0051 -0.726
C -1.8125 1.9313 0.7221 -0.364
H 3.4860 1.8010 1.4178 0.112
C -1.9708 -1.8481 -0.0426 -0.224
H -0.5996 -2.0928 -3.0879 0.077
H -0.9243 -3.5745 -3.9512 0.046
C -0.3622 -1.3788 1.7599 -0.175
H 2.2436 -3.1684 2.0592 0.123
H -3.2556 -2.2292 -1.6636 0.015
S 3.7302 1.3541 -1.2865 0.588
H -5.2067 -0.8443 -1.9363 0.054
O 0.6973 5.1169 0.2969 -0.145
O 3.0641 -1.5657 3.0725 -0.032
H -2.2490 -2.4684 -3.6665 0.064
```

spin multiplicity = 1
total charge = +1
E_LUMO = -0.192 Eh
highest occupied orbital energy = -10.338 eV

---

Record 3
# C20H27BCl27F5NO3

A cluster of 10 separate species, C20H27BCl27F5NO3 in total in a non-equilibrium geometry (ωB97M-V/def2-TZVPD, the OMol25 dataset).

Structure (XYZ):
```
84
Properties=species:S:1:pos:R:3:lowdin_charge:R:1
C -1.1383 0.4692 1.6348 -0.272
C -3.4234 -2.7482 5.7609 -1.535
F 6.6876 -2.8570 0.8468 0.141
Cl -2.4249 -5.4052 -8.4287 0.534
H 7.0991 2.2140 6.7968 0.018
H 4.3868 -0.1817 -1.2496 0.122
C 0.0602 1.0670 0.7950 -0.120
F 5.1742 -4.2747 1.7165 0.105
Cl 9.1426 3.1050 6.0594 0.543
C -2.1406 1.3366 -5.0814 -1.482
Cl -4.7011 1.3893 0.3128 0.520
H 5.8918 2.8326 1.2838 0.150
H -1.3723 -0.5793 3.3514 0.026
N 1.4128 -2.0410 1.2719 0.142
H 0.5965 -2.6106 0.9875 0.059
Cl -3.4265 -2.9413 1.6175 0.552
C -0.6688 5.2905 -3.3897 -1.560
H -1.2425 1.2485 -5.6875 0.025
C 5.3678 -2.9713 1.2408 -0.376
H -5.7454 -2.8805 -3.9726 0.026
H 1.4156 0.5264 -0.9037 0.138
C 4.9621 2.3511 1.7349 -0.196
Cl -3.2601 0.0496 -5.5572 0.471
H -2.9648 -4.2226 -0.2965 -0.012
O 4.8982 0.0260 -0.4434 0.138
H 4.8065 3.4811 3.6610 -0.017
F 5.1530 -2.7403 3.6286 0.067
C 1.7712 -0.8134 0.9141 -0.075
Cl -1.9980 -2.1392 -0.7761 0.577
Cl -4.1226 -2.5712 7.3731 0.551
C 4.1955 3.3795 2.7121 -0.068
Cl 6.4520 3.9362 5.3346 0.564
H -1.2376 4.5834 -3.9873 -0.061
Cl 7.3777 1.2606 4.6661 0.534
Cl -3.4220 -1.1945 4.9098 0.527
H -7.9384 2.6805 -6.4934 0.016
C -6.8989 2.9571 -6.6502 -1.528
H 1.8202 -2.4148 3.2527 0.151
Cl 0.7770 4.4678 -2.7829 0.494
Cl -4.7716 -1.0460 -2.8724 0.487
H -1.5934 1.3408 2.2249 0.048
H -4.7215 -4.9151 -8.3842 0.018
Cl -5.3196 -3.6976 -1.8087 0.551
H 3.4637 -1.0125 3.5245 0.177
C -4.9300 -2.7639 -3.2625 -1.495
Cl -5.7633 3.9826 1.0899 0.546
H 5.2050 1.4147 2.3462 0.099
C -4.9968 2.4970 1.6615 -1.518
O 4.0234 2.0623 0.6386 -0.017
H 0.8093 1.5258 1.5147 0.115
C 3.0815 -0.1834 1.5631 -0.016
H -5.6716 2.0109 2.3616 0.018
Cl -2.8443 2.9322 -5.3656 0.555
Cl -0.2220 6.6562 -4.4191 0.536
Cl -4.2914 -5.7342 -6.2232 0.504
Cl -3.4481 -3.3702 -4.0139 0.482
H 4.0311 4.3663 2.1664 0.097
C -3.9050 -4.7991 -7.6760 -1.524
Cl -3.7454 -3.0791 -7.2878 0.485
H -1.9922 0.0542 1.0082 0.070
B 4.0509 0.6185 0.5440 -0.506
Cl -3.4853 2.8624 2.5082 0.560
C 5.0321 -1.9577 2.4448 -0.271
C 2.4170 -2.5150 2.2786 -0.052
C 7.4694 2.5804 5.8426 -1.521
Cl -5.8741 1.6902 -5.9603 0.472
F 4.5567 -2.8088 0.1266 0.122
H 2.6537 0.6337 2.2480 0.162
Cl -6.6056 4.5022 -5.8400 0.521
Cl -1.6845 1.1592 -3.3783 0.502
H -4.0365 -3.4463 5.1962 0.015
H 0.0186 -0.6942 -0.5472 0.047
O -0.7563 -0.5367 2.5982 -0.128
Cl -1.7831 -3.4023 5.8607 0.522
H -0.3579 1.9148 0.1498 0.137
Cl -6.6184 3.1039 -8.3898 0.531
F 6.0370 -0.9828 2.5630 0.074
Cl -0.9366 -4.2703 0.8986 0.598
C -2.4070 -3.4903 0.2828 -1.479
C 3.5633 -1.4019 2.4517 -0.100
H 3.1836 2.9500 3.0291 0.079
Cl -1.6879 5.8283 -2.0476 0.518
C 0.8232 -0.0388 -0.1079 -0.063
H 2.7079 -3.6061 2.2996 0.148
```

spin multiplicity = 1
total charge = +1
E_LUMO = -0.123 Eh
highest occupied orbital energy = -12.484 eV

---

Record 4
# C20H27BrFNO2S7SbTc

A structure of composition C20H27BrFNO2S7SbTc (ωB97M-V/def2-TZVPD, the OMol25 dataset).

Structure (XYZ):
```
61
Properties=species:S:1:pos:R:3:lowdin_charge:R:1
C 0.8923 -1.6077 -3.6805 -0.127
C -0.1588 1.5835 2.6783 -0.343
C 2.7889 -1.5245 -2.4203 -0.673
H 4.6885 -1.8381 -3.3577 0.127
H 1.9209 1.3953 -0.0921 0.080
C 1.9392 -0.5267 4.2699 -0.262
H 0.5249 -1.0654 -6.4965 0.099
S -2.4131 0.9022 -0.2453 0.649
C 1.1256 3.0421 -1.1799 0.016
C 0.4325 -0.7466 4.1153 -0.311
H -0.3148 4.1133 3.7734 0.086
C 2.7677 -1.7160 3.7973 -0.091
H 0.0733 -2.7116 -6.0622 0.092
H -5.4977 -1.8624 1.8455 0.100
H 2.1295 -0.3464 5.3286 0.124
Br 3.4120 -1.2166 -0.6484 0.924
H -0.9835 0.4572 -3.1456 0.077
C 0.2887 3.4269 -2.2104 -0.270
S -1.5837 -0.9890 -0.3163 0.016
H 1.7173 3.7849 -0.6622 0.133
H -1.0853 2.8588 -3.7423 0.135
C -0.4538 2.5128 -2.9351 0.017
H -2.2202 1.7584 3.2770 0.082
H 2.5187 -2.6124 4.3668 0.087
H 0.1676 -1.8022 4.1963 0.103
H 3.6091 -2.1552 -5.5903 0.137
C 1.6204 -1.8633 -4.8365 -0.217
C -1.2489 2.1602 3.5777 -0.285
C -0.3796 1.1687 -2.5948 -0.163
F 0.2114 4.7203 -2.5270 0.099
H 0.8487 1.8444 3.0045 0.107
O -4.1884 -0.5659 1.0053 -0.227
H 2.5973 -1.9263 2.7412 0.049
H -2.0413 4.0963 4.1208 0.088
H -0.2910 1.9160 1.6456 0.071
S -2.4011 -1.8759 -2.0440 0.079
H -1.4847 3.9987 2.4517 0.081
C 3.0024 -1.9532 -4.7168 0.029
H -5.2611 -0.3507 2.7814 0.093
C -3.8365 0.6789 0.7987 -1.249
H 2.2503 0.3821 3.7512 0.100
H -1.0813 1.8625 4.6149 0.109
H -0.1865 -1.5424 -3.7009 0.074
C -1.2706 3.6820 3.4736 -0.081
C 1.2214 1.6892 -0.8720 -0.138
C -5.3883 -0.7852 1.7925 -0.033
H -0.1588 -0.2083 4.8606 0.098
Tc 0.7346 -0.9506 -0.4923 0.679
H 1.5880 -2.4064 -6.9144 0.091
Sb -1.8705 -4.0735 -1.1242 0.784
C 3.6171 -1.7815 -3.4825 -0.042
S -4.5166 2.0603 1.2849 0.795
C 0.9145 -2.0240 -6.1510 -0.015
H 3.8295 -1.5213 3.9412 0.086
S 0.3846 -3.3327 -0.4015 0.008
S 0.2846 -4.4402 -2.1637 0.074
H -6.2378 -0.3265 1.2921 0.098
S -0.2789 -0.2010 2.5580 1.003
O 0.8252 -0.5604 1.5047 -0.719
C 0.4401 0.7550 -1.5560 -0.367
N 1.4660 -1.4400 -2.4858 -0.171
```

spin multiplicity = 1
total charge = +2
E_LUMO = -0.257 Eh
highest occupied orbital energy = -13.578 eV

---

Going through the records in order, we get electronic energy values of -1394.93770, -4210.03388, -14007.85169, -6765.26604 hartree.